16
Properties=species:S:1:pos:R:3 method="wB97M-V/def2-TZVPD" fmax_ev_per_a=3.9 multiplicity=1 e_homo_ev="-8.869 / -8.869" mol_weight_g_mol=161.251 de_lowest_kj_mol=237.14 lumo_ha="-0.02677 / -0.02676" charge=0 homo_lumo_gap_ha="0.2991 / 0.2992"
C -1.4585 1.5982 -0.0995
C -2.5810 0.9804 0.3286
C -0.8291 -0.4416 -0.4465
C 2.3822 -0.3871 0.7838
C 1.8759 -0.7868 -0.5995
N -0.4305 0.7859 -0.4207
O -3.5844 -1.0254 -0.9085
S 0.3400 -1.6989 -0.5711
S -2.6209 -0.7389 0.1920
H -1.2870 2.6293 0.0699
H -3.5627 1.5396 0.5021
H 1.4871 0.2012 1.2870
H 2.5606 -1.3041 1.4204
H 3.2991 0.1332 0.7803
H 2.4756 -1.6322 -1.1771
H 1.9336 0.1473 -1.1412


17
Properties=species:S:1:pos:R:3 method="wB97M-V/def2-TZVPD" fmax_ev_per_a=2.5 multiplicity=1 e_homo_ev=-14.307 mol_weight_g_mol=235.369 de_lowest_kj_mol=627.46 lumo_ha=-0.37394 charge=+1 homo_lumo_gap_ha=0.1518
Zn -14.4690 -6.6863 -22.7676
Br -15.8910 -6.6025 -20.7622
O -13.7541 -5.7179 -18.0646
H -14.4123 -6.1541 -18.6157
H -12.9087 -5.8947 -18.4890
O -15.3187 -8.7146 -17.9650
H -14.6594 -9.1411 -18.5204
H -15.6537 -7.9792 -18.4865
O -19.3132 -6.3001 -21.8499
H -18.7136 -5.8473 -21.2517
H -18.9402 -7.1793 -21.9661
O -16.3224 -4.1021 -18.3107
H -16.4128 -4.7325 -19.0283
H -15.3814 -3.8926 -18.2801
O -16.6983 -9.8816 -21.1224
H -16.0143 -10.3110 -20.5986
H -16.4250 -8.9640 -21.1986


6
Properties=species:S:1:pos:R:3 method="wB97M-V/def2-TZVPD" fmax_ev_per_a=5.1 multiplicity=1 e_homo_ev=-8.957 smiles="C=S.Br" mol_weight_g_mol=127.006 de_lowest_kj_mol=108.26 lumo_ha=-0.01171 charge=0 homo_lumo_gap_ha=0.3174
C -1.7380 0.8018 -0.9947
S -1.6540 -0.0241 0.3369
H -2.5628 1.2707 -1.2853
H -0.8881 0.9451 -1.7989
Br 2.9449 -1.4726 4.0865
H 2.4659 -2.3886 3.1026


10
Properties=species:S:1:pos:R:3 method="wB97M-V/def2-TZVPD" fmax_ev_per_a=5.9 multiplicity=1 e_homo_ev="-11.140 / -11.135" mol_weight_g_mol=118.052 de_lowest_kj_mol=329.62 lumo_ha="-0.06273 / -0.06257" charge=0 homo_lumo_gap_ha="0.3467 / 0.3466"
C -0.0930 -0.1157 1.7557
N 0.3322 -0.7307 2.6257
N -0.6375 0.6334 0.7340
N -0.4036 0.4924 -0.5375
N -0.4008 -0.8563 -1.0482
O -1.0037 -1.6666 -0.3788
O 0.2181 -1.0545 -1.9986
O 1.2789 1.1892 -0.9280
H -1.0703 1.6306 0.9510
H 1.7797 0.4783 -1.1753


64
Properties=species:S:1:pos:R:3 method="wB97M-V/def2-TZVPD" fmax_ev_per_a=3.5 multiplicity=1 e_homo_ev="-7.209 / -7.174" mol_weight_g_mol=412.917 lumo_ha="-0.06118 / -0.06314" charge=0 homo_lumo_gap_ha="0.2037 / 0.2005"
C 1.9276 -4.2730 1.6205
C 2.6096 -3.4284 0.8068
C 2.0804 -2.2299 0.2886
C 0.7937 -1.8896 0.6329
C 0.1019 -2.6949 1.5054
C 0.6930 -3.8648 2.0365
C 2.9949 -1.3484 -0.5584
C 2.5112 -0.9575 -1.9474
N 1.0333 -0.7759 -2.0168
Mg 0.3241 0.3627 -0.1676
C -1.3036 -2.2084 1.8529
P -1.7429 -1.2166 0.4123
H 3.6318 -3.6593 0.5125
H 0.1104 -4.4361 2.7705
H 2.3520 -5.2253 1.9582
H -1.3315 -1.5007 2.6873
H -2.0261 -3.0097 2.0634
H 3.1783 -0.4153 0.0038
H 3.9536 -1.8785 -0.6833
H 2.9687 -0.0042 -2.2206
C -3.3909 -0.6291 0.9699
C -2.4623 -2.7597 -0.3622
H 2.8525 -1.6982 -2.6893
C 0.3853 -2.0508 -2.3198
C 0.6257 0.1946 -3.0436
H -0.9150 0.1870 1.0309
H 0.7474 -2.4425 -3.2877
H 0.5999 -2.8006 -1.5555
H -0.6982 -1.8939 -2.3514
H 0.8875 -0.1419 -4.0576
H -0.4622 0.3408 -2.9550
H 1.1564 1.1415 -2.9092
H -3.2400 -3.2713 0.2158
H -2.9325 -2.4914 -1.3048
H -1.7210 -3.5376 -0.5573
H -4.1190 -1.3595 1.3352
H -3.2533 0.1101 1.7595
H -3.8432 -0.1182 0.1175
H -1.4338 0.6340 -0.4297
C 3.1184 0.2650 2.5351
Si 2.4974 1.9423 1.9593
C 1.0944 2.4502 3.0942
C 3.8652 3.1871 1.6437
N 1.7823 1.7803 0.3153
C 1.2863 2.8088 -0.4090
C 0.0623 3.4242 -0.0514
C -0.3507 4.5853 -0.6543
C 0.4629 5.1809 -1.6162
C 1.6415 4.5681 -2.0451
C 2.0293 3.3696 -1.4883
H 3.4983 0.5163 3.5364
H 3.9712 -0.1124 1.9623
H 2.4008 -0.5580 2.6577
H 1.5508 2.6472 4.0721
H 0.5961 3.3799 2.7944
H 0.3077 1.7030 3.2631
H 4.5563 2.7760 0.8898
H 3.4864 4.1295 1.2232
H 4.4102 3.4060 2.5749
H -0.5799 2.8894 0.6712
H -1.2718 5.1047 -0.2781
H 0.1980 6.2203 -1.9817
H 2.2983 5.0626 -2.8073
H 2.9134 2.8234 -1.8211


65
Properties=species:S:1:pos:R:3 method="wB97M-V/def2-TZVPD" fmax_ev_per_a=0.4 multiplicity=1 e_homo_ev=-10.846 mol_weight_g_mol=703.724 lumo_ha=-0.14363 charge=+1 homo_lumo_gap_ha=0.2549
Pt -0.8991 -0.0643 0.2138
C 2.6292 2.5311 -0.6208
C 2.8769 1.2064 0.1075
C 4.2705 1.1749 0.7361
C 2.6561 0.0346 -0.8316
C 3.4531 -0.0919 -1.9615
C 3.2613 -1.1327 -2.8538
C 2.2558 -2.0563 -2.6309
C 1.4237 -1.9725 -1.5177
C 0.3536 -3.0306 -1.3071
C 0.9558 -4.3009 -0.6995
C -0.4122 -3.3514 -2.5898
C 1.6500 -0.9167 -0.6204
N 0.8223 -0.7980 0.5593
C 1.4789 -1.0546 1.7815
C 2.6312 -1.8458 1.8414
C 3.2572 -2.1113 3.0463
C 2.7602 -1.5766 4.2266
C 1.6356 -0.7669 4.1922
C 1.0192 -0.5198 2.9858
F -0.0509 0.3026 2.9832
H 2.6869 3.3725 0.0747
H 1.6517 2.5446 -1.1091
H 3.3826 2.6991 -1.3924
H 2.1550 1.1311 0.9238
H 5.0467 1.2349 -0.0288
H 4.4261 0.2566 1.3036
H 4.4061 2.0211 1.4123
H 4.2325 0.6367 -2.1488
H 3.8929 -1.2219 -3.7281
H 2.1170 -2.8630 -3.3387
H -0.3677 -2.6424 -0.5897
H 1.7256 -4.7127 -1.3562
H 0.1874 -5.0638 -0.5622
H 1.4103 -4.1038 0.2717
H 0.2115 -3.8600 -3.3261
H -0.8092 -2.4474 -3.0569
H -1.2439 -4.0226 -2.3668
H 3.0306 -2.2574 0.9248
H 4.1395 -2.7367 3.0617
H 3.2471 -1.7806 5.1705
H 1.2271 -0.3163 5.0867
S -6.9394 4.2987 -0.4185
N -6.7669 2.7290 -0.7334
C -5.5070 2.4264 -0.4726
C -4.9118 1.1077 -0.6113
C -5.5751 -0.0415 -1.0448
C -4.8713 -1.2234 -1.1179
C -3.5264 -1.2512 -0.7546
N -2.8885 -0.1626 -0.3412
C -3.5690 0.9996 -0.2789
C -2.7908 2.1330 0.1695
N -1.4979 1.8616 0.4388
C -0.7116 2.8373 0.8798
C -1.1889 4.1345 1.0531
C -2.5058 4.4258 0.7704
C -3.3371 3.3991 0.3180
C -4.7445 3.5362 -0.0174
N -5.4431 4.6558 0.0579
H -6.6217 0.0109 -1.3145
H -5.3442 -2.1360 -1.4505
H -2.9424 -2.1608 -0.7954
H 0.3139 2.5713 1.0935
H -0.5108 4.8968 1.4086
H -2.9040 5.4242 0.8945


80
Properties=species:S:1:pos:R:3 method="wB97M-V/def2-TZVPD" fmax_ev_per_a=0.9 multiplicity=1 e_homo_ev="0.288 / 0.289" mol_weight_g_mol=953.907 de_lowest_kj_mol=30.99 lumo_ha="0.14679 / 0.14679" charge=-2 homo_lumo_gap_ha="0.1362 / 0.1362"
Ir -1.1530 1.3038 0.7240
C -1.6438 -1.9603 -0.2365
C -2.3714 -1.7078 1.0458
C -2.9908 -2.8036 1.7061
C -3.6682 -2.5987 2.8637
C -3.7157 -1.2997 3.4268
C -4.4048 -1.0377 4.6344
C -4.4076 0.2367 5.1352
C -3.7148 1.2662 4.4832
C -3.0104 1.0619 3.3063
S -2.1189 2.3351 2.5368
C -3.0492 -0.2649 2.7381
N -2.4218 -0.4864 1.5322
H -1.5376 -3.0304 -0.4181
H -0.6482 -1.5149 -0.1636
H -2.1849 -1.5024 -1.0707
H -2.9237 -3.7857 1.2553
H -4.1621 -3.4164 3.3782
H -4.9109 -1.8519 5.1411
H -4.9349 0.4562 6.0579
H -3.7024 2.2600 4.9157
N -0.3988 0.9079 -1.2306
C -1.1369 1.6277 -2.2906
C -1.8278 2.8443 -1.7032
N -2.6932 2.3652 -0.6218
H 0.5581 1.2465 -1.1459
H -0.3489 -0.0764 -1.4683
H -1.9011 0.9509 -2.6754
H -0.4740 1.8998 -3.1174
H -2.3738 3.3852 -2.4869
H -1.0880 3.5092 -1.2547
H -3.3824 1.7013 -0.9714
H -3.1853 3.0966 -0.1233
C 0.5040 1.1167 1.5093
Ge 2.2340 0.8290 0.6353
C 2.7590 2.3089 -0.5881
C 3.5477 2.1787 -1.7345
C 3.7262 3.2327 -2.6252
C 3.1318 4.4612 -2.3747
C 2.3626 4.6221 -1.2275
C 2.1691 3.5607 -0.3545
C 2.5515 -0.9352 -0.2342
C 2.5656 -1.1888 -1.6108
C 2.5284 -2.4810 -2.1199
C 2.4586 -3.5713 -1.2624
C 2.4286 -3.3485 0.1088
C 2.4758 -2.0550 0.6092
C 3.6430 0.9011 2.0261
C 4.7546 0.0614 2.0536
C 5.7229 0.1734 3.0470
C 5.5944 1.1414 4.0330
C 4.4910 1.9865 4.0233
C 3.5250 1.8599 3.0339
H 4.0558 1.2406 -1.9350
H 4.3316 3.0914 -3.5145
H 3.2654 5.2863 -3.0652
H 1.8923 5.5774 -1.0197
H 1.5096 3.6810 0.4992
H 2.5835 -0.3612 -2.3138
H 2.5393 -2.6370 -3.1936
H 2.4150 -4.5795 -1.6575
H 2.3552 -4.1867 0.7933
H 2.4350 -1.9084 1.6845
H 4.8707 -0.6965 1.2850
H 6.5767 -0.4962 3.0503
H 6.3450 1.2319 4.8109
H 4.3765 2.7375 4.7976
H 2.6410 2.4905 3.0557
C -0.5817 -1.6859 -3.9093
S -2.0481 -1.2552 -4.8786
C -3.2396 -2.2857 -4.1296
C -4.1160 -1.8932 -3.1531
S -4.3411 -0.3908 -2.3725
S -5.1580 -3.2117 -2.6239
C -4.5827 -4.4799 -3.6306
S -5.2104 -6.0245 -3.6402
S -3.3343 -3.9470 -4.6602
H 0.1885 -0.9444 -4.1279
H -0.2036 -2.6764 -4.1553
H -0.8122 -1.6476 -2.8459


57
Properties=species:S:1:pos:R:3 method="wB97M-V/def2-TZVPD" fmax_ev_per_a=3.6 multiplicity=1 e_homo_ev=-11.833 smiles="CNC(=O)[C@@H](CCCNC(N)=[NH2+])NC(=O)[C@@H](CCCCN)NC(C)=O" mol_weight_g_mol=358.467 de_lowest_kj_mol=5.19 lumo_ha=-0.07507 charge=+1 homo_lumo_gap_ha=0.3598
C 4.1809 -4.0713 3.6230
N 3.7063 -2.9531 2.8430
C 2.4317 -2.7284 2.4284
O 1.5286 -3.5561 2.6241
C 2.1654 -1.4332 1.6464
C 2.2730 -1.6882 0.1416
C 2.0642 -0.3968 -0.6965
C 1.9247 -0.7623 -2.1942
N 1.6923 0.4349 -3.0335
C 0.5341 1.0946 -3.2015
N 0.4879 2.0901 -4.0093
N -0.5388 0.7800 -2.5667
N 0.8348 -0.9053 2.0125
C 0.5242 0.3982 1.9856
O 1.3777 1.2976 1.8451
C -0.9571 0.8156 1.9659
C -1.2335 2.0594 1.0792
C -2.7041 2.5430 0.8681
C -3.2489 2.3016 -0.5735
C -2.4972 3.1417 -1.5847
N -2.6208 2.6168 -2.9722
N -1.8739 -0.2823 1.6104
C -1.8553 -1.0188 0.5199
C -2.8981 -2.1230 0.4542
O -1.0434 -0.8786 -0.3929
H 5.1046 -4.4337 3.2560
H 3.4319 -4.8468 3.5849
H 4.3423 -3.8412 4.6853
H 4.3405 -2.1801 2.7318
H 2.9112 -0.6606 1.8501
H 3.2600 -2.0858 -0.0553
H 1.5285 -2.4151 -0.1459
H 1.1868 0.1290 -0.4137
H 2.9090 0.2927 -0.5592
H 1.0649 -1.4174 -2.2410
H 2.8636 -1.2773 -2.4886
H 2.5287 0.8336 -3.3862
H 1.3255 2.4098 -4.4998
H -0.4306 2.4920 -4.1407
H -1.3727 1.3421 -2.7258
H -0.5599 0.0309 -1.8915
H 0.0425 -1.5578 2.0718
H -1.1678 1.1044 2.9985
H -0.8160 1.8996 0.0890
H -0.6814 2.9061 1.5231
H -2.7619 3.5849 1.0949
H -3.3446 2.0781 1.6563
H -3.0096 1.2805 -0.8325
H -4.3330 2.4173 -0.6530
H -2.9040 4.1117 -1.5690
H -1.4123 3.1379 -1.2873
H -2.7696 3.4326 -3.5606
H -3.5436 2.1508 -3.0289
H -2.5902 -0.4568 2.2532
H -3.8264 -1.8150 -0.0463
H -2.4609 -2.9362 -0.1531
H -3.1101 -2.4864 1.4607


67
Properties=species:S:1:pos:R:3 method="wB97M-V/def2-TZVPD" fmax_ev_per_a=0.5 multiplicity=4 e_homo_ev="-7.564 / -8.862" mol_weight_g_mol=754.047 de_lowest_kj_mol=83.19 s_squared=3.795 lumo_ha="-0.00869 / -0.07158" charge=0 homo_lumo_gap_ha="0.2693 / 0.2541"
Mo 0.1413 -3.5590 -0.7210
N -1.2813 -5.0121 -0.0689
C -1.8473 -4.5608 1.2309
C -0.6896 -4.0583 2.0934
O -0.6735 -4.2414 3.2975
N 0.2594 -3.4470 1.3468
C 1.5817 -3.2667 1.9154
C 2.6162 -3.5808 0.8309
O 3.7907 -3.3753 1.0112
O 2.0811 -4.0406 -0.2866
H -2.0085 -5.1519 -0.7663
H -0.8045 -5.9030 0.0479
H -2.3673 -5.3595 1.7540
H -2.5380 -3.7426 1.0313
H 1.7385 -3.9223 2.7733
H 1.7652 -2.2464 2.2626
Se 0.7044 -4.6995 -3.0048
C -0.9201 -4.3954 -3.7788
N -1.9438 -4.2092 -4.2797
C -3.1046 -1.5086 -2.3226
C -2.1099 -1.4009 -1.1940
O -2.2211 -0.3819 -0.4288
N -1.2247 -2.3503 -1.0471
Te 0.0088 -0.0075 0.6917
C 0.0608 1.7366 1.8956
C -1.0817 2.1292 2.5923
C -2.4150 1.4255 2.4876
C -0.9954 3.2535 3.4112
C 0.1771 3.9781 3.5402
C 0.2560 5.1885 4.4303
C 1.2990 3.5557 2.8296
C 1.2703 2.4403 2.0089
C 2.5218 2.0273 1.2747
C 0.4772 0.8983 -1.1595
C 1.4367 0.2525 -1.9509
C 2.0251 -1.0737 -1.5459
C 1.7909 0.8167 -3.1686
C 1.2152 1.9986 -3.6129
C 1.5996 2.6042 -4.9355
C 0.2460 2.5996 -2.8192
C -0.1501 2.0720 -1.5965
C -1.2403 2.7689 -0.8213
H -3.4110 -0.5084 -2.6195
H -3.9839 -2.0458 -1.9602
H -2.6975 -2.0670 -3.1631
H -2.4077 0.5938 1.7856
H -3.1798 2.1265 2.1484
H -2.7282 1.0473 3.4618
H -1.8807 3.5664 3.9551
H -0.7115 5.4199 4.8727
H 0.5941 6.0603 3.8682
H 0.9694 5.0249 5.2397
H 2.2271 4.1092 2.9271
H 3.3788 2.6047 1.6166
H 2.4182 2.1804 0.1986
H 2.7456 0.9699 1.4390
H 1.1709 -1.7438 -1.4240
H 2.5792 -1.0427 -0.6066
H 2.6632 -1.5039 -2.3130
H 2.5248 0.3106 -3.7855
H 2.3982 2.0392 -5.4130
H 1.9376 3.6334 -4.8071
H 0.7441 2.6230 -5.6128
H -0.2341 3.5074 -3.1697
H -1.7857 3.4491 -1.4739
H -0.8312 3.3519 0.0048
H -1.9465 2.0427 -0.4179


21
Properties=species:S:1:pos:R:3 method="wB97M-V/def2-TZVPD" fmax_ev_per_a=0.3 multiplicity=1 e_homo_ev=-8.652 smiles="C/C=C/O.CCC" mol_weight_g_mol=102.177 de_lowest_kj_mol=108.92 lumo_ha=0.03529 charge=0 homo_lumo_gap_ha=0.3532
C 1.3467 -2.5786 2.2624
C 0.7036 -1.2253 2.3036
C 0.7590 -0.3914 1.2805
O 0.1263 0.8240 1.2826
H 0.6315 -3.3839 2.4378
H 1.8537 -2.7510 1.3134
H 2.0899 -2.6637 3.0577
H 0.1572 -0.9422 3.1948
H 1.3105 -0.6340 0.3769
H 0.5355 1.3887 0.6167
C 0.1256 1.8628 -2.3255
C -1.2081 1.1859 -2.6380
C -1.6319 0.1984 -1.5596
H 0.0192 2.5220 -1.4593
H 0.4499 2.4887 -3.1552
H 0.9024 1.1257 -2.1259
H -1.1543 0.6621 -3.5941
H -1.9646 1.9648 -2.7368
H -2.5032 -0.3733 -1.8796
H -0.8316 -0.5075 -1.3395
H -1.8972 0.7061 -0.6308


19
Properties=species:S:1:pos:R:3 method="wB97M-V/def2-TZVPD" fmax_ev_per_a=4.4 multiplicity=1 e_homo_ev=-9.239 smiles=CO[Si@H](Cl)c1ccccc1 mol_weight_g_mol=172.687 de_lowest_kj_mol=0.00 lumo_ha=0.02821 charge=0 homo_lumo_gap_ha=0.3677
C 2.9905 2.1023 -0.2495
O 1.9400 1.1853 -0.1135
Si 1.8360 -0.2907 0.5262
Cl 2.8475 -1.6736 -0.5359
C -0.4003 -0.5730 0.2408
C -0.9737 -1.8301 0.2330
C -2.3297 -1.9598 -0.0314
C -3.1011 -0.8381 -0.2842
C -2.5237 0.4199 -0.2609
C -1.1695 0.5512 -0.0007
H 3.2940 2.4767 0.7299
H 2.6276 2.9318 -0.8565
H 3.8506 1.6417 -0.7420
H 2.2573 -0.3715 1.9150
H -0.3725 -2.7049 0.4279
H -2.7863 -2.9399 -0.0476
H -4.1542 -0.9492 -0.5037
H -3.1264 1.2961 -0.4516
H -0.7058 1.5256 0.0049